C2H2INO2 in the gas phase at a distorted geometry, computed with ωB97M-V/def2-TZVPD.

CARTESIAN COORDINATES (ANGSTROEM)
I (2.222, 1.397, 0.023)
O (-1.103, -0.468, -2.822)
O (-0.448, -0.110, -0.746)
N (-1.343, -0.980, -1.818)
C (0.858, 0.390, 1.220)
C (-0.254, -0.108, 0.627)
H (1.051, 0.352, 2.230)
H (-0.982, -0.472, 1.286)

Its molecular weight is 198.95 g/mol. The calculation puts the orbital gap (alpha / beta) at 7.36 / 7.36 eV. As for the SMILES: O=NO/C=C\I. The calculation puts the energy at -580.18413 a.u. The lowest unoccupied orbital energy (alpha / beta) comes out at -1.1912 / -1.1918 eV. As for the energy relative to the best compared isomer or geometry (same formula, charge and spin): 433.9 kJ/mol. The maximum force is 3.9 eV Å⁻¹.

=====

C2H2IrLiO as an isolated structure at a distorted geometry, computed with ωB97M-V/def2-TZVPD.

CARTESIAN COORDINATES (ANGSTROEM)
Ir (0.161, -0.031, -1.401)
O (0.192, 1.436, 0.784)
C (0.412, 0.254, 1.455)
C (1.388, -0.580, 1.037)
Li (-2.767, -0.711, -1.065)
H (-0.228, 0.097, 2.341)
H (0.842, -0.465, -3.150)

Its molecular weight is 241.20 g/mol. The calculation puts the orbital gap (alpha / beta) at 6.79 / 6.29 eV. Its multiplicity is 6. The calculation puts the energy at -263.83816 a.u. The lowest unoccupied orbital energy (alpha / beta) comes out at -6.0272 / -7.1403 eV. As for the total charge: +1. As for the expectation value of S²: 8.81. The maximum force is 4.8 eV Å⁻¹.

=====

C2H2Li2O2Tl as an isolated structure at a distorted geometry, computed with ωB97M-V/def2-TZVPD.

CARTESIAN COORDINATES (ANGSTROEM)
Tl (0.314, -1.569, 0.404)
O (1.571, 1.803, 1.433)
O (-1.321, -0.116, 0.527)
C (0.575, 1.325, 0.712)
C (-0.584, 0.791, 1.195)
Li (-2.600, -1.721, -0.523)
Li (2.102, 2.365, 3.007)
H (-0.844, 0.969, 2.252)
H (0.792, 1.125, -0.360)

Its molecular weight is 276.30 g/mol. The calculation puts the orbital gap (alpha / beta) at 2.97 / 5.23 eV. Its multiplicity is 2. The calculation puts the energy at -415.36455 a.u. The lowest unoccupied orbital energy (alpha / beta) comes out at -1.0125 / -1.0555 eV. As for the energy relative to the best compared isomer or geometry (same formula, charge and spin): 0.0 kJ/mol. As for the expectation value of S²: 0.75. The maximum force is 1.9 eV Å⁻¹.

=====

C2H2LiO2Tl as an isolated structure at a distorted geometry, computed with ωB97M-V/def2-TZVPD.

CARTESIAN COORDINATES (ANGSTROEM)
Tl (3.607, 1.074, 0.344)
O (-1.293, 0.633, 1.479)
O (0.689, 0.439, -0.473)
C (-1.409, -0.204, 0.381)
C (-0.432, -0.189, -0.622)
Li (1.629, -0.559, 0.806)
H (-0.557, -0.930, -1.435)
H (-2.235, -0.263, -0.480)

Its molecular weight is 269.36 g/mol. The calculation puts the orbital gap (alpha / beta) at 8.05 / 8.07 eV. The calculation puts the energy at -407.11481 a.u. The lowest unoccupied orbital energy (alpha / beta) comes out at -11.1375 / -11.0276 eV. As for the energy relative to the best compared isomer or geometry (same formula, charge and spin): 80.8 kJ/mol. As for the total charge: +2. The maximum force is 8.7 eV Å⁻¹.

=====

C2H2LiO2Zn as an isolated structure at a distorted geometry, computed with ωB97M-V/def2-TZVPD.

CARTESIAN COORDINATES (ANGSTROEM)
Zn (0.750, 1.840, -0.054)
O (-1.173, 0.915, 0.020)
O (1.365, -0.112, -0.105)
C (0.412, -0.801, 0.452)
C (-0.872, -0.240, 0.445)
Li (-3.068, 1.234, -0.215)
H (0.612, -1.787, 0.881)
H (1.974, -1.050, -1.423)

Its molecular weight is 130.37 g/mol. The calculation puts the orbital gap (alpha / beta) at 5.48 / 4.77 eV. Its multiplicity is 2. The calculation puts the energy at -2013.84666 a.u. The lowest unoccupied orbital energy (alpha / beta) comes out at -11.8030 / -12.0774 eV. As for the total charge: +2. As for the expectation value of S²: 0.80. The maximum force is 3.8 eV Å⁻¹.

=====

C2H2N2 in the gas phase at a distorted geometry, computed with ωB97M-V/def2-TZVPD.

CARTESIAN COORDINATES (ANGSTROEM)
N (-1.578, 0.034, 0.701)
N (-1.614, -0.011, -0.731)
C (-0.660, -0.782, -0.019)
C (-0.574, 0.800, 0.044)
H (-0.113, -1.669, 0.091)
H (-0.245, 1.798, -0.043)

Its molecular weight is 54.05 g/mol. The calculation puts the orbital gap at 11.29 eV. As for the SMILES: [C@H]12[C@@H]3N1N23. The calculation puts the energy at -186.72040 a.u. The lowest unoccupied orbital energy comes out at 1.1775 eV. As for the energy relative to the best compared isomer or geometry (same formula, charge and spin): 411.5 kJ/mol. The maximum force is 6.0 eV Å⁻¹.

=====

C2H2N2 in the gas phase at a distorted geometry, computed with ωB97M-V/def2-TZVPD.

CARTESIAN COORDINATES (ANGSTROEM)
N (-1.909, 0.065, 0.352)
N (0.656, -0.032, -1.037)
C (0.868, -0.054, 0.162)
C (-0.865, -0.035, 0.861)
H (1.644, 0.073, 0.908)
H (-0.394, -0.016, -1.247)

Its molecular weight is 54.05 g/mol. The calculation puts the orbital gap at 10.81 eV. As for the SMILES: [H]/N=C\C#N. The calculation puts the energy at -186.80785 a.u. The lowest unoccupied orbital energy comes out at -0.2148 eV. As for the energy relative to the best compared isomer or geometry (same formula, charge and spin): 181.9 kJ/mol. The maximum force is 4.3 eV Å⁻¹.

=====

A 2-piece molecular cluster, C2H2N2 overall at a distorted geometry, computed with ωB97M-V/def2-TZVPD.

CARTESIAN COORDINATES (ANGSTROEM)
N (1.372, -0.136, -0.731)
N (-0.974, 0.545, 0.284)
C (0.325, -0.053, -0.120)
C (-0.565, -0.481, 0.942)
H (-1.243, -1.140, 1.448)
H (1.086, 1.265, -1.823)

Its molecular weight is 54.05 g/mol. The calculation puts the orbital gap (alpha / beta) at 8.90 / 8.72 eV. The calculation puts the energy at -186.68811 a.u. The lowest unoccupied orbital energy (alpha / beta) comes out at -0.5561 / -0.8701 eV. As for the energy relative to the best compared isomer or geometry (same formula, charge and spin): 496.2 kJ/mol. The maximum force is 4.4 eV Å⁻¹.

=====

A 2-piece molecular cluster, C2H2N2O overall at a distorted geometry, computed with ωB97M-V/def2-TZVPD.

CARTESIAN COORDINATES (ANGSTROEM)
O (-0.682, -1.525, -2.228)
N (0.435, 1.895, 1.013)
N (0.087, -0.905, -0.107)
C (0.299, 1.443, -0.047)
C (-0.382, -1.410, -1.104)
H (0.609, 2.214, 1.942)
H (-0.364, -1.711, 0.531)

Its molecular weight is 70.05 g/mol. The calculation puts the orbital gap at 10.97 eV. The calculation puts the energy at -262.07943 a.u. The lowest unoccupied orbital energy comes out at 0.6179 eV. As for the energy relative to the best compared isomer or geometry (same formula, charge and spin): 221.8 kJ/mol. The maximum force is 5.7 eV Å⁻¹.

=====

A 2-piece molecular cluster, C2H2N2O overall at a distorted geometry, computed with ωB97M-V/def2-TZVPD.

CARTESIAN COORDINATES (ANGSTROEM)
O (-1.009, -1.592, -0.074)
N (0.012, -1.155, 0.306)
N (-0.230, 1.927, 0.128)
C (1.099, -0.872, 0.715)
C (-0.413, 1.148, -0.673)
H (-0.967, 0.473, -1.372)
H (1.509, 0.070, 0.972)

Its molecular weight is 70.05 g/mol. The calculation puts the orbital gap at 10.84 eV. As for the SMILES: C#[N+][O-].C#N. The calculation puts the energy at -262.00898 a.u. The lowest unoccupied orbital energy comes out at 0.2574 eV. As for the energy relative to the best compared isomer or geometry (same formula, charge and spin): 406.8 kJ/mol. The maximum force is 4.0 eV Å⁻¹.

=====

A 2-piece molecular cluster, C2H2N2O overall at a distorted geometry, computed with ωB97M-V/def2-TZVPD.

CARTESIAN COORDINATES (ANGSTROEM)
O (0.779, 1.014, 2.468)
N (0.582, 2.227, -1.632)
N (0.026, 1.420, 1.693)
C (0.327, 1.352, -0.932)
C (0.051, 0.315, -0.038)
H (-0.952, -0.079, -0.038)
H (0.851, -0.379, 0.164)

Its molecular weight is 70.05 g/mol. The calculation puts the orbital gap at 8.17 eV. The calculation puts the energy at -262.02487 a.u. The lowest unoccupied orbital energy comes out at -0.9143 eV. As for the energy relative to the best compared isomer or geometry (same formula, charge and spin): 365.1 kJ/mol. The maximum force is 2.8 eV Å⁻¹.

=====

A 2-piece molecular cluster, C2H2N2O overall at a distorted geometry, computed with ωB97M-V/def2-TZVPD.

CARTESIAN COORDINATES (ANGSTROEM)
O (-0.252, 1.540, 0.770)
N (-0.089, 2.010, -0.256)
N (-0.818, -0.281, 1.021)
C (-0.323, -1.005, 0.075)
C (-0.349, -0.608, -1.289)
H (-0.129, -2.079, 0.257)
H (0.151, 0.320, -1.607)

Its molecular weight is 70.05 g/mol. The calculation puts the orbital gap (alpha / beta) at 6.88 / 6.69 eV. The calculation puts the energy at -261.81272 a.u. The lowest unoccupied orbital energy (alpha / beta) comes out at -1.3903 / -1.5203 eV. As for the energy relative to the best compared isomer or geometry (same formula, charge and spin): 922.1 kJ/mol. The maximum force is 1.4 eV Å⁻¹.

=====

C2H2N2O2 in the gas phase, computed with ωB97M-V/def2-TZVPD.

CARTESIAN COORDINATES (ANGSTROEM)
O (1.657, 0.489, 0.100)
O (-1.425, -0.496, -1.237)
N (0.238, 0.927, -0.127)
N (0.033, -1.163, 0.481)
C (0.721, 0.029, 0.963)
C (-0.418, -0.358, -0.402)
H (0.695, 0.281, 2.019)
H (-1.501, 0.290, -1.797)

Its molecular weight is 86.05 g/mol. The calculation puts the orbital gap at 11.10 eV. The calculation puts the energy at -337.25563 a.u. The lowest unoccupied orbital energy comes out at 0.5429 eV. As for the energy relative to the best compared isomer or geometry (same formula, charge and spin): 443.2 kJ/mol. The maximum force is 0.7 eV Å⁻¹.

=====

A 2-piece molecular cluster, C2H2N2O2 overall, computed with ωB97M-V/def2-TZVPD.

CARTESIAN COORDINATES (ANGSTROEM)
O (2.788, 0.235, -0.041)
O (1.218, -1.484, -0.173)
N (-0.209, 1.131, 0.085)
N (-1.898, -0.606, 0.391)
C (-1.108, 0.300, 0.177)
C (1.986, -0.608, -0.104)
H (-2.322, -1.080, -0.396)
H (-0.455, 2.112, 0.061)

Its molecular weight is 86.05 g/mol. The calculation puts the orbital gap at 11.39 eV. As for the SMILES: N=C=N.O=C=O. The calculation puts the energy at -337.42409 a.u. The lowest unoccupied orbital energy comes out at 0.6255 eV. As for the energy relative to the best compared isomer or geometry (same formula, charge and spin): 0.9 kJ/mol. The maximum force is 0.8 eV Å⁻¹.

=====

C2H2N2O2 in the gas phase at a distorted geometry, computed with ωB97M-V/def2-TZVPD.

CARTESIAN COORDINATES (ANGSTROEM)
O (1.082, 0.640, -0.058)
O (-2.198, -0.102, -0.067)
N (-0.218, 0.986, 0.241)
N (-0.112, -1.283, 0.119)
C (-1.020, -0.216, 0.095)
C (1.003, -0.736, 0.005)
H (1.984, -1.088, -0.099)
H (-0.521, 1.800, -0.236)

Its molecular weight is 86.05 g/mol. The calculation puts the orbital gap at 10.75 eV. As for the SMILES: O=c1nco[nH]1. The calculation puts the energy at -337.35083 a.u. The lowest unoccupied orbital energy comes out at 0.6327 eV. As for the energy relative to the best compared isomer or geometry (same formula, charge and spin): 193.2 kJ/mol. The maximum force is 2.8 eV Å⁻¹.

=====

C2H2N2O2S in the gas phase at a distorted geometry, computed with ωB97M-V/def2-TZVPD.

CARTESIAN COORDINATES (ANGSTROEM)
S (-3.938, 0.140, 0.195)
O (-4.048, 0.147, -1.226)
O (-1.284, 1.378, 0.857)
N (-1.667, -1.217, 0.111)
N (-2.727, -0.744, 0.608)
C (-0.528, -0.659, 0.119)
C (-0.364, 0.704, 0.506)
H (0.784, 0.997, 0.631)
H (0.178, -1.244, -0.561)

Its molecular weight is 118.12 g/mol. The calculation puts the orbital gap at 8.40 eV. The calculation puts the energy at -735.46246 a.u. The lowest unoccupied orbital energy comes out at -0.7073 eV. As for the energy relative to the best compared isomer or geometry (same formula, charge and spin): 327.7 kJ/mol. The maximum force is 3.8 eV Å⁻¹.

=====

C2H2N2O2S as an isolated structure at a distorted geometry, computed with ωB97M-V/def2-TZVPD.

CARTESIAN COORDINATES (ANGSTROEM)
S (-0.730, -1.607, 0.887)
O (-1.150, 0.141, -0.567)
O (0.902, -1.114, -0.443)
N (0.104, 1.883, -1.602)
N (1.135, -0.008, -0.799)
C (-0.074, 0.745, -1.028)
C (-0.050, -1.424, 2.194)
H (-0.692, 2.514, -1.645)
H (0.556, -1.130, 3.003)

Its molecular weight is 118.12 g/mol. The calculation puts the orbital gap (alpha / beta) at 7.88 / 7.88 eV. The calculation puts the energy at -735.36623 a.u. The lowest unoccupied orbital energy (alpha / beta) comes out at -1.3451 / -1.3434 eV. As for the energy relative to the best compared isomer or geometry (same formula, charge and spin): 580.4 kJ/mol. The maximum force is 3.7 eV Å⁻¹.

=====

C2H2N2O2S in the gas phase at a distorted geometry, computed with ωB97M-V/def2-TZVPD.

CARTESIAN COORDINATES (ANGSTROEM)
S (-2.329, -0.292, 0.022)
O (2.585, -0.816, 0.030)
O (0.301, -0.906, -0.039)
N (1.277, 1.115, -0.094)
N (-0.115, 1.238, 0.049)
C (-0.744, 0.014, 0.000)
C (1.535, -0.273, -0.041)
H (-0.501, 1.990, -0.440)
H (1.793, 1.542, 0.733)

Its molecular weight is 118.12 g/mol. The calculation puts the orbital gap at 9.81 eV. As for the SMILES: O=c1[nH][nH]c(=S)o1. The calculation puts the energy at -735.58032 a.u. The lowest unoccupied orbital energy comes out at 0.2938 eV. As for the energy relative to the best compared isomer or geometry (same formula, charge and spin): 18.3 kJ/mol. The maximum force is 1.8 eV Å⁻¹.

=====

C2H2N2O2S2 in the gas phase at a distorted geometry, computed with ωB97M-V/def2-TZVPD.

CARTESIAN COORDINATES (ANGSTROEM)
S (2.380, 0.541, -0.802)
S (1.265, -0.799, 1.937)
O (-0.372, 0.219, -1.351)
O (-2.406, -0.513, -1.399)
N (-1.111, -0.347, 0.661)
N (0.665, 0.203, -0.432)
C (0.270, -0.381, 0.732)
C (-1.488, -0.158, -0.630)
H (2.665, 1.738, -0.070)
H (-1.869, -0.503, 1.356)

Its molecular weight is 150.18 g/mol. The calculation puts the orbital gap at 9.10 eV. As for the SMILES: O=c1[nH]c(=S)n(S)o1. The calculation puts the energy at -1133.69760 a.u. The lowest unoccupied orbital energy comes out at -0.0490 eV. As for the energy relative to the best compared isomer or geometry (same formula, charge and spin): 231.9 kJ/mol. The maximum force is 6.0 eV Å⁻¹.

=====

A 2-piece molecular cluster, C2H2N2O3 overall at a distorted geometry, computed with ωB97M-V/def2-TZVPD.

CARTESIAN COORDINATES (ANGSTROEM)
O (2.382, -1.315, 0.197)
O (2.887, 0.898, 0.458)
O (-4.117, -0.155, -0.261)
N (-2.009, 0.322, 0.330)
N (-3.230, 0.319, 0.621)
C (-0.871, 0.508, -0.096)
C (2.580, -0.140, -0.163)
H (2.675, -0.067, -1.401)
H (-0.295, -0.369, 0.315)

Its molecular weight is 102.05 g/mol. The calculation puts the orbital gap (alpha / beta) at 4.16 / 7.38 eV. Its multiplicity is 3. The calculation puts the energy at -412.37375 a.u. The lowest unoccupied orbital energy (alpha / beta) comes out at 7.1235 / 6.8852 eV. As for the energy relative to the best compared isomer or geometry (same formula, charge and spin): 148.7 kJ/mol. As for the total charge: -2. As for the expectation value of S²: 2.01. The maximum force is 6.2 eV Å⁻¹.